The following is a DFT calculation (ωB97M-V/def2-TZVPD) of a molecular structure, C44H43BrMnN7O4S3.

XYZ file:
```
103
Properties=species:S:1:pos:R:3:lowdin_charge:R:1
Mn 0.234 0.889 -0.913 0.70
O 4.791 1.291 2.014 0.06
C 4.644 -0.069 2.044 -0.27
C 5.694 -0.901 2.418 -0.02
C 5.519 -2.275 2.433 -0.08
C 4.296 -2.827 2.076 -0.08
C 3.260 -1.987 1.701 -0.04
C 3.411 -0.606 1.676 -0.11
C 2.285 0.285 1.194 -0.42
O 2.006 0.144 -0.136 -0.28
N 1.075 -0.069 1.984 0.02
N -0.054 0.590 1.570 -0.01
C -0.928 0.865 2.456 -0.20
C -2.242 1.435 2.180 -0.60
Br -2.713 1.544 0.362 0.97
C -3.015 1.858 3.186 -0.10
C -4.351 2.473 3.184 -0.23
C -5.356 2.114 2.284 -0.07
C -6.607 2.707 2.357 -0.07
C -6.871 3.668 3.322 -0.08
C -5.883 4.025 4.228 -0.07
C -4.638 3.423 4.166 -0.04
H 5.685 1.521 2.291 0.11
H 6.648 -0.469 2.698 0.12
H 6.341 -2.913 2.728 0.11
H 4.159 -3.900 2.085 0.10
H 2.307 -2.390 1.388 0.09
H 2.563 1.317 1.433 0.10
H 1.236 0.013 2.987 0.14
H -0.733 0.653 3.511 0.13
H -2.558 1.771 4.170 0.12
H -5.160 1.366 1.531 0.05
H -7.379 2.417 1.657 0.11
H -7.847 4.133 3.373 0.11
H -6.085 4.769 4.987 0.11
H -3.871 3.695 4.882 0.11
C 1.589 3.741 1.140 -0.06
C 0.667 4.080 0.022 -0.61
N 0.036 3.209 -0.717 0.01
C -0.725 3.831 -1.688 -0.35
C -0.664 5.186 -1.673 -0.32
S 0.364 5.707 -0.417 1.11
C -1.505 3.012 -2.621 -0.38
C -2.268 3.461 -3.649 -0.32
S -2.977 2.138 -4.461 1.11
C -2.209 1.050 -3.378 -0.63
N -1.482 1.642 -2.473 -0.05
C -2.347 -0.425 -3.530 -0.06
H 1.189 2.893 1.691 0.06
H 1.704 4.581 1.823 0.08
H 2.574 3.471 0.754 0.10
H -1.164 5.885 -2.322 0.08
H -2.441 4.476 -3.964 0.08
H -3.319 -0.688 -3.945 0.08
H -2.210 -0.898 -2.561 0.05
H -1.576 -0.798 -4.207 0.09
C 4.873 -1.821 -1.335 0.02
C 4.433 -1.047 -2.530 -0.25
C 4.995 -1.167 -3.773 0.03
C 4.451 -0.398 -4.813 -0.30
N 3.409 0.395 -4.636 0.11
C 2.858 0.493 -3.417 -0.77
S 1.483 1.466 -3.183 0.70
N 3.398 -0.200 -2.374 0.12
C 5.030 -0.438 -6.192 -0.02
H 5.754 -2.414 -1.567 0.09
H 4.068 -2.486 -1.015 0.08
H 5.092 -1.157 -0.498 0.09
H 5.831 -1.831 -3.937 0.12
H 2.941 -0.095 -1.424 0.09
H 5.799 -1.201 -6.291 0.08
H 5.463 0.536 -6.425 0.09
H 4.237 -0.616 -6.917 0.09
C -3.645 -1.467 4.304 -0.04
O -2.742 -1.731 3.235 -0.11
C -3.262 -1.785 1.976 -0.24
C -4.555 -1.425 1.643 -0.03
C -4.982 -1.553 0.325 -0.07
C -4.137 -2.067 -0.642 -0.07
C -2.845 -2.449 -0.307 -0.01
C -2.398 -2.291 0.992 -0.15
N -1.166 -2.780 1.475 0.16
C -0.099 -3.287 0.888 0.00
C 0.411 -3.206 -0.412 -0.14
C 1.374 -4.206 -0.762 -0.05
C 1.966 -4.230 -1.982 -0.09
C 1.646 -3.211 -2.919 -0.05
C 0.793 -2.199 -2.607 -0.01
C 0.166 -2.116 -1.321 -0.36
O -0.524 -1.107 -0.986 -0.14
H -4.435 -2.220 4.333 0.11
H -4.085 -0.473 4.207 0.08
H -3.056 -1.518 5.215 0.10
H -5.232 -1.051 2.397 0.11
H -5.993 -1.266 0.066 0.11
H -4.484 -2.195 -1.658 0.11
H -2.203 -2.903 -1.045 0.12
H -1.191 -2.894 2.481 0.16
H 0.481 -3.896 1.577 0.14
H 1.603 -4.976 -0.033 0.12
H 2.669 -5.009 -2.242 0.11
H 2.114 -3.228 -3.897 0.11
H 0.596 -1.391 -3.302 0.09
```

As for the HOMO-LUMO gap (alpha / beta): 6.98 / 7.15 eV. The strongest force on any atom comes out at 0.15 eV Å⁻¹. Its HOMO energy (alpha / beta) is -9.8 / -10.0 eV. As for the expectation value of S²: 8.7537. The calculation puts the energy relative to the best compared isomer or geometry (same formula, charge and spin) at 0.018 eV. The value obtained for the calculated total energy is -7306.2482 hartree. Its charge is +1. As for the multiplicity: 6.